Formula: C10H10BBr2IMnO4
Source: OMol25
Level of theory: wB97M-V/def2-TZVPD

```
29
Properties=species:S:1:pos:R:3:forces:R:3:mulliken_spin:R:1
C -0.9683 3.6932 3.0406 -0.078 -0.119 0.099 0.0002
C -0.1179 3.2356 1.8570 0.294 0.174 0.128 -0.0004
C 0.3070 1.7540 1.9566 -0.218 0.023 0.135 0.0021
Br 2.0854 1.5325 2.6999 0.102 -0.080 0.093 0.0001
C 0.1929 0.9962 0.6712 0.162 -0.280 -0.157 -0.0148
C -0.9694 0.5378 0.1526 -0.044 -0.236 -0.235 -0.0125
I -2.8508 0.8298 0.8981 -0.322 0.130 0.140 0.0021
C -0.8589 -0.1978 -1.1014 0.228 0.010 -0.385 -0.0871
O -1.5074 -0.0780 -2.1633 -0.190 0.592 -0.080 0.0480
C 0.2946 -1.1005 -1.3319 0.988 -0.200 0.722 0.1137
B 0.0832 -2.5258 -2.0848 -0.017 0.093 0.580 0.0138
O 0.7063 -2.6061 -3.3578 0.012 0.755 -0.214 0.0217
O -0.7249 -3.3680 -1.5067 0.548 -0.209 0.151 0.0124
C -0.5650 -4.8242 -1.4261 -0.291 -0.114 -0.311 -0.0007
C 1.4747 -0.5675 -0.9230 -0.380 -0.138 0.427 0.0400
Br 3.1428 -1.3036 -1.2058 0.148 -0.012 -0.143 0.0398
C 1.4023 0.7813 -0.1986 0.249 0.098 -0.210 0.0026
O 2.2148 1.6063 -0.5048 -0.141 0.088 0.232 0.0135
H -1.5242 4.5960 2.7872 0.087 -0.016 0.021 0.0000
H -0.3444 3.9152 3.9079 -0.036 -0.048 -0.046 0.0000
H -1.6913 2.9293 3.3408 -0.003 0.085 -0.072 0.0000
H 0.8001 3.8276 1.8485 -0.110 0.021 -0.300 -0.0001
H -0.6267 3.4065 0.9032 -0.050 -0.051 0.104 -0.0001
H -0.3223 1.2258 2.6793 -0.122 0.104 -0.166 -0.0005
H 1.6721 -2.4973 -3.4043 0.045 -0.529 0.116 0.0019
H -0.7430 -5.0855 -0.3877 0.018 0.018 -0.052 0.0000
H 0.4407 -5.1036 -1.7341 -0.061 0.005 0.003 0.0008
H -1.3066 -5.2906 -2.0695 0.023 0.049 0.034 0.0002
Mn 0.3041 -0.3184 -3.3430 -0.839 -0.212 -0.615 4.8034
```
Positions in Å, forces in eV/Å.

Highest occupied orbital energy (spin up / spin down) ... -0.57412 / -0.57424 Ha
Spin multiplicity ... 6
Total energy ... -7308.94057 hartree
Net charge ... +2
Orbital gap (spin up / spin down) ... 5.87 / 5.65 eV
<S²> ... 8.7609

=====

Formula: C12H20O10
Source: OMol25
Level of theory: wB97M-V/def2-TZVPD

```
42
Properties=species:S:1:pos:R:3:forces:R:3:mulliken_spin:R:1
C -0.1239 -6.1193 0.3873 -0.402 -0.271 0.886 0.0000
C 0.0106 -5.5402 -0.9994 0.242 -0.195 1.016 0.0001
C -1.3107 -5.2218 -1.7036 0.108 0.102 0.696 -0.0001
O -1.2230 -3.8114 -1.8838 -0.293 0.942 -1.206 0.0000
C -0.0260 -3.2932 -1.5348 0.163 1.244 0.610 0.0001
O 0.2943 -2.1117 -1.6438 -0.871 -2.762 0.236 0.0003
O 0.6871 -4.2512 -0.9233 0.267 -0.129 -0.535 0.0000
H -0.6702 -5.5394 1.1312 -0.065 0.628 -0.331 0.0000
H 0.8351 -6.3426 0.8549 0.088 -0.048 -0.301 0.0000
H -0.7078 -7.0388 0.3481 0.202 -0.273 -0.271 0.0000
H 0.6400 -6.2663 -1.5138 0.056 0.493 -0.585 0.0000
H -2.1903 -5.3753 -1.0783 0.146 -0.204 0.198 0.0000
H -1.4764 -5.7945 -2.6160 0.252 0.493 -0.283 0.0000
C -1.2224 2.1749 1.1662 0.577 -0.461 0.415 0.0050
C -1.9154 0.9486 1.8639 0.383 1.488 -1.920 0.0107
C -3.1803 1.1132 2.6886 1.815 0.563 0.905 0.0016
O -3.9735 0.0231 2.2395 -2.225 -1.158 -2.137 0.0685
C -3.6894 -0.1908 0.9168 3.847 1.970 4.774 -0.0482
O -4.3458 -0.8865 0.1307 -0.944 -0.517 -0.667 0.8906
O -2.5009 0.2698 0.6842 -1.594 -1.134 -2.672 0.0542
H -0.4727 1.8788 0.4324 0.044 -0.899 0.160 0.0005
H -0.6135 2.7758 1.8418 -0.448 0.037 0.415 0.0050
H -1.8695 2.8011 0.5521 -0.631 -0.054 0.640 -0.0007
H -1.2590 0.1801 2.2722 0.291 0.418 0.111 -0.0004
H -3.7066 2.0675 2.6689 -0.055 -0.171 -0.405 0.0001
H -2.8190 0.9158 3.6979 -0.833 -0.160 0.300 0.0123
C 3.2389 5.4945 -0.3453 0.944 -0.048 -0.222 0.0000
C 2.2960 4.3395 -0.2194 0.452 0.657 -1.106 0.0000
C 1.4513 4.0528 -1.4907 0.327 0.452 1.645 0.0000
O 1.8383 2.7446 -1.8254 -0.962 -0.691 -0.978 0.0000
C 2.8430 2.2654 -1.0868 1.870 -0.943 -0.545 0.0000
O 3.4874 1.2696 -1.3985 -1.768 2.359 1.472 0.0000
O 3.0951 3.1336 -0.0551 -0.728 -0.356 -0.156 0.0000
H 3.8424 5.3607 -1.2431 0.025 0.108 -0.118 0.0000
H 3.9392 5.4558 0.4891 -0.088 0.280 0.114 0.0000
H 2.7541 6.4694 -0.3955 -0.138 -0.118 0.111 0.0000
H 1.5960 4.5993 0.5747 0.290 -0.983 0.633 0.0000
H 1.5729 4.7220 -2.3425 0.281 -0.047 0.126 0.0000
H 0.4492 4.1654 -1.0769 -0.550 -0.715 -0.915 0.0000
O 1.4417 -0.2761 0.4770 -0.424 0.419 0.638 0.0004
H 2.2104 -0.3529 -0.0883 0.343 0.031 -0.292 0.0000
H 0.7732 -0.8092 0.0467 0.008 -0.346 -0.454 0.0000
```
Positions in Å, forces in eV/Å.

Highest occupied orbital energy (spin up / spin down) ... -0.47574 / -0.47574 Ha
Spin multiplicity ... 2
Total energy ... -1221.27310 hartree
Net charge ... +1
Orbital gap (spin up / spin down) ... 8.83 / 2.76 eV
<S²> ... 0.7551